# 1
Entry from the Open Molecules 2025 dataset: C45H39N5O4P2S2V as an isolated structure in a non-equilibrium geometry (the ωB97M-V functional and the def2-TZVPD basis).

Structure (XYZ):
```
98
C45H39N5O4P2S2V the ωB97M-V functional and the def2-TZVPD basis
V -0.9055 0.1558 -0.4376
S 2.9062 -1.7911 -0.0545
P 3.4124 0.1265 0.1220
C 2.1383 1.1849 0.7353
P 2.9065 2.5507 1.6839
S 0.9628 1.6006 -0.5760
C 1.6463 3.8958 1.7893
C 0.7804 4.0936 2.8649
C 0.0541 5.2806 2.9877
C 0.1539 6.2705 2.0204
C 0.9682 6.0614 0.9105
C 1.7159 4.8945 0.8107
C 2.8024 1.9276 3.4345
C 2.0945 0.7889 3.7983
C 2.0492 0.3760 5.1313
C 2.7131 1.0998 6.1157
C 3.4224 2.2468 5.7618
C 3.4685 2.6488 4.4299
C 4.8495 0.2638 1.2578
C 4.7996 -0.4443 2.4599
C 5.8473 -0.3683 3.3718
C 6.9666 0.4058 3.0825
C 7.0346 1.0993 1.8774
C 5.9808 1.0293 0.9695
C 4.1709 0.7102 -1.4705
C 4.7752 -0.1977 -2.3462
C 5.2745 0.2235 -3.5821
C 5.1490 1.5552 -3.9641
C 4.5453 2.4630 -3.1005
C 4.0689 2.0440 -1.8591
H 0.6759 3.3281 3.6241
H -0.5878 5.4279 3.8503
H -0.4039 7.1957 2.1244
H 1.0416 6.8222 0.1377
H 2.3854 4.7566 -0.0342
H 1.5712 0.2340 3.0211
H 1.4865 -0.5154 5.4008
H 2.6819 0.7763 7.1501
H 3.9333 2.8263 6.5234
H 4.0198 3.5440 4.1507
H 3.9331 -1.0622 2.6680
H 5.7864 -0.9104 4.3132
H 7.7852 0.4689 3.7943
H 7.9057 1.7075 1.6483
H 6.0377 1.5782 0.0381
H 4.8490 -1.2383 -2.0446
H 5.7630 -0.4907 -4.2415
H 5.5099 1.8800 -4.9362
H 4.4422 3.5031 -3.3922
H 3.6087 2.7545 -1.1836
C -1.2426 -3.4794 -2.5446
O -0.1872 -4.0831 -1.7880
C -0.2149 -3.9017 -0.4402
C -0.0090 -5.0107 0.3487
C 0.0004 -4.9102 1.7397
C -0.2464 -3.6922 2.3364
C -0.4579 -2.5572 1.5549
C -0.8084 -1.2853 2.1756
N -1.1201 -0.2262 1.5260
N -1.6576 0.8280 2.2628
C -2.0149 1.7630 1.4335
O -1.8443 1.6050 0.1594
C -2.6337 3.0070 1.9528
C -2.9665 4.0163 1.0625
C -3.5664 5.1852 1.5222
C -3.8365 5.3448 2.8741
C -3.5020 4.3311 3.7677
C -2.8994 3.1663 3.3098
C -0.3812 -2.6507 0.1604
O -0.4780 -1.5208 -0.5294
H -1.0684 -3.7638 -3.5780
H -2.2125 -3.8715 -2.2254
H -1.2525 -2.4029 -2.4644
H 0.1479 -5.9612 -0.1487
H 0.1888 -5.7905 2.3431
H -0.2951 -3.6036 3.4181
H -0.9013 -1.2349 3.2556
H -2.7556 3.8692 0.0089
H -3.8201 5.9719 0.8199
H -4.2972 6.2586 3.2355
H -3.7083 4.4525 4.8257
H -2.6252 2.3654 3.9883
C -1.6098 3.2248 -4.5643
N -0.8729 1.9962 -4.2616
C 0.2847 1.6744 -4.8903
C 1.0130 0.6094 -4.5370
C 0.5902 -0.1178 -3.3805
N -0.5582 0.1660 -2.7666
C -1.3424 1.2128 -3.2005
O -2.4290 1.4822 -2.6953
N 1.3237 -1.1140 -2.9244
H -1.2377 3.6423 -5.4982
H -1.4841 3.9489 -3.7608
H -2.6685 3.0036 -4.6502
H 0.5789 2.3244 -5.7031
H 1.9323 0.3569 -5.0460
H 2.2909 -1.1533 -3.1958
H 1.1456 -1.4285 -1.9819
```

Values from the calculation:
F_max = 4.6 eV/A
gap between HOMO and LUMO (alpha / beta) = 5.48 / 5.42 eV
expectation value of S² = 2.0301
net charge = -1
E_HOMO (alpha / beta) = -3.13 / -3.09 eV
E_LUMO (alpha / beta) = 0.086 / 0.086 Eh
spin multiplicity = 3

These are the Löwdin partial charges, in e, on atoms 1 to 4: 0.771 0.289 0.381 -0.993


# 2
Entry from the Open Molecules 2025 dataset: C33H28Cl2N3O4PSZr as an isolated structure in a non-equilibrium geometry (the ωB97M-V functional and the def2-TZVPD basis).

Structure (XYZ):
```
73
C33H28Cl2N3O4PSZr the ωB97M-V functional and the def2-TZVPD basis
Zr -0.1385 0.6457 -0.7246
C -0.3123 -1.7249 -4.4886
C -0.4085 -1.6258 -3.0081
N -0.7404 -0.5133 -2.3952
N -0.9143 0.7229 -3.0739
C -1.6075 1.5988 -2.3255
O -1.9901 1.2421 -1.0387
C -2.0092 2.9113 -2.8009
C -2.9203 3.6488 -2.0402
C -3.3799 4.8640 -2.5141
C -2.9266 5.3482 -3.7348
C -2.0199 4.6145 -4.4922
C -1.5555 3.3991 -4.0303
C -0.1693 -2.9249 -2.1858
C -0.2781 -4.2468 -2.5402
C -0.0356 -5.0595 -1.3943
C 0.2522 -4.2506 -0.3254
C 0.8789 -1.8690 -0.4803
N 0.1570 -2.9578 -0.7648
H -1.1201 -1.1545 -4.9462
H 0.6216 -1.2678 -4.8199
H -0.3409 -2.7567 -4.8240
H -3.2680 3.2463 -1.0991
H -4.1035 5.4267 -1.9408
H -3.2890 6.2987 -4.1026
H -1.6868 4.9908 -5.4495
H -0.8498 2.8159 -4.6067
H -0.5563 -4.6144 -3.5149
H -0.0690 -6.1359 -1.3750
H 0.5154 -4.4576 0.6986
H 1.1542 -0.5667 0.6739
O -0.8034 0.1709 1.2991
S -1.0320 1.8777 1.5869
O -2.4064 2.1748 1.5682
O -0.1501 2.4720 0.5186
C -0.2614 1.8966 3.1690
C -0.3170 3.0139 3.9858
C 0.3295 2.9478 5.2103
C 1.0120 1.7989 5.5861
C 1.0570 0.6833 4.7573
C 0.3947 0.7079 3.5408
P 0.5279 -0.6029 2.2695
C -0.4741 -1.9459 2.9435
C 0.1892 -2.7945 3.8336
C -0.4977 -3.8423 4.4248
C -1.8338 -4.0543 4.1126
C -2.4788 -3.2319 3.1987
C -1.8045 -2.1766 2.6023
C 2.3374 0.5385 0.1384
C 2.1567 -0.5180 -1.7055
C 2.4885 0.0117 -2.8078
C 2.1837 1.5924 -2.5754
C 2.3563 2.3360 -1.3278
C 2.7873 1.7489 0.1326
H -0.8480 3.9050 3.6761
H 0.3098 3.8062 5.8669
H 1.5211 1.7703 6.5400
H 1.6019 -0.2015 5.0617
H 1.2386 -2.6307 4.0613
H 0.0068 -4.4921 5.1267
H -2.3744 -4.8676 4.5773
H -3.5174 -3.4069 2.9528
H -2.3174 -1.5520 1.8846
H 2.9451 -1.5170 0.1598
H 2.8421 -0.4303 -3.7246
H 2.0350 2.1250 -3.5086
H 2.3398 3.4196 -1.3661
H 3.1819 2.3369 0.9456
Cl 1.6800 -0.6427 -0.3573
C 3.9138 -2.0249 0.3421
Cl 5.1732 -1.0237 -0.3142
H 3.7663 -2.9819 -0.1519
H 3.8511 -2.0445 1.4302
```

Values from the calculation:
F_max = 8.6 eV/A
gap between HOMO and LUMO = 5.81 eV
net charge = +2
E_HOMO = -12.32 eV
E_LUMO = -0.239 Eh

These are the Löwdin partial charges, in e, on atoms 1 to 4: 1.659 0.013 -0.170 -0.119


# 3
Entry from the Open Molecules 2025 dataset: C33H46IrN13OP3 as an isolated structure in a non-equilibrium geometry (the ωB97M-V functional and the def2-TZVPD basis).

Structure (XYZ):
```
97
C33H46IrN13OP3 the ωB97M-V functional and the def2-TZVPD basis
Ir 0.8113 0.0711 -0.2068
C -0.5754 4.1290 0.0851
C -1.1150 3.0653 -0.8671
C -2.3519 2.3614 -0.3007
P 0.1316 1.8552 -1.4976
C 1.4770 2.9579 -2.1065
C 1.0194 4.0237 -3.1035
C 2.7292 2.2692 -2.6380
C -0.7986 0.9766 -2.7531
C -1.2745 1.5461 -3.9258
C -1.9988 0.7962 -4.8369
C -2.2593 -0.5385 -4.5435
C -1.8242 -1.1126 -3.3667
C -1.0833 -0.3666 -2.4336
N -0.7069 -0.8658 -1.1998
C -0.8497 -2.2398 -0.9078
C -0.2216 -3.1611 -1.7480
C -0.2129 -4.5086 -1.4399
C -0.8163 -4.9683 -0.2826
C -1.4501 -4.0730 0.5639
C -1.4985 -2.7133 0.2680
P -2.3720 -1.5332 1.3298
C -2.6139 -2.1660 3.0609
C -3.6860 -1.3052 3.7409
C -1.3618 -2.2282 3.9387
C -4.1132 -1.5653 0.6557
C -4.2124 -1.2422 -0.8266
C -4.7729 -2.9332 0.9002
H -1.3812 4.8227 0.3306
H 0.2369 4.7164 -0.3434
H -0.2220 3.6975 1.0232
H -1.4360 3.5572 -1.7949
H -2.1034 1.7321 0.5543
H -2.8361 1.7456 -1.0609
H -3.0723 3.1131 0.0284
H 1.7444 3.4517 -1.1635
H 0.8510 3.5767 -4.0841
H 1.8114 4.7660 -3.2178
H 0.1154 4.5524 -2.7994
H 2.5437 1.7894 -3.5939
H 3.0984 1.5134 -1.9531
H 3.5069 3.0260 -2.7804
H -1.0677 2.5879 -4.1359
H -2.3521 1.2386 -5.7579
H -2.8243 -1.1431 -5.2416
H -2.0728 -2.1428 -3.1602
H 0.3063 -2.7981 -2.6228
H 0.2991 -5.2018 -2.0954
H -0.7811 -6.0199 -0.0309
H -1.9019 -4.4332 1.4798
H -2.9918 -3.1877 2.9255
H -3.3672 -0.2600 3.7844
H -3.8004 -1.6495 4.7684
H -4.6645 -1.3485 3.2676
H -0.7057 -1.3758 3.7847
H -0.7702 -3.1195 3.7409
H -1.6695 -2.2314 4.9844
H -4.6538 -0.7948 1.2074
H -3.6986 -1.9947 -1.4261
H -3.8030 -0.2670 -1.0792
H -5.2656 -1.2524 -1.1167
H -4.2235 -3.7172 0.3743
H -5.7878 -2.9145 0.4929
H -4.8458 -3.2054 1.9517
N 3.4325 -2.1492 -0.3124
C 2.5288 -2.3372 0.7250
N 2.6487 -3.2436 1.6699
N 1.5551 -3.0606 2.4422
N 0.8336 -2.0995 1.9876
N 1.4281 -1.6103 0.8853
C 2.9617 -1.6512 -1.5124
N 3.4697 -1.9557 -2.6865
N 2.7043 -1.2849 -3.5725
N 1.7958 -0.6094 -2.9748
N 1.9335 -0.8079 -1.6431
H 4.0813 -2.9146 -0.4266
N -0.0290 1.0089 1.4446
C 0.2036 1.5048 2.4679
C 0.4539 2.1059 3.6829
C 1.1657 3.3307 3.6683
N 1.7850 4.3045 3.6166
C 0.0398 1.4975 4.8960
N -0.3032 0.9972 5.8762
C 4.0839 3.1613 1.0473
P 3.8806 1.3851 1.1542
C 4.0541 0.9081 2.8712
C 5.2662 0.6643 0.2707
O 2.5411 0.9574 0.6282
H 5.0367 3.4557 1.4898
H 3.2764 3.6711 1.5774
H 4.0752 3.4567 -0.0037
H 5.0548 1.1340 3.2408
H 3.8684 -0.1648 2.9525
H 3.3148 1.4402 3.4720
H 6.1990 1.0896 0.6436
H 5.1790 0.8707 -0.7960
H 5.2666 -0.4146 0.4187
```

Values from the calculation:
F_max = 2.0 eV/A
gap between HOMO and LUMO (alpha / beta) = 7.97 / 4.93 eV
expectation value of S² = 0.7826
net charge = 0
E_HOMO (alpha / beta) = -7.91 / -7.81 eV
E_LUMO (alpha / beta) = 0.002 / -0.106 Eh
spin multiplicity = 2

These are the Löwdin partial charges, in e, on atoms 1 to 4: 1.237 -0.084 -0.507 -0.102


# 4
Entry from the Open Molecules 2025 dataset: a 7-piece molecular cluster, C4H20NO9 overall in a non-equilibrium geometry (the ωB97M-V functional and the def2-TZVPD basis).

Structure (XYZ):
```
34
C4H20NO9 the ωB97M-V functional and the def2-TZVPD basis
O 0.3119 -0.8857 -1.3176
C 0.5697 0.3104 -0.9693
O 1.6253 0.8823 -1.3556
C -0.1187 0.9268 0.2596
C -1.6720 0.9410 0.0438
C -2.3749 1.7809 1.1073
O -1.9525 1.3824 -1.2722
N 0.2119 0.1111 1.4202
H 0.1208 1.9776 0.4253
H -2.0746 -0.0726 0.1226
H -2.2908 1.3007 2.0774
H -3.3862 2.0659 0.8337
H -1.7982 2.7086 1.2482
H -1.3254 2.0601 -1.5035
H -0.2577 -0.7944 1.3693
H 1.1993 -0.1129 1.4520
H 0.1237 2.3034 -2.7732
H 1.3737 2.9079 -3.2274
O 0.4955 3.1809 -2.9285
H -1.0832 -0.1546 3.0738
H -1.4703 -0.7320 4.5339
O -1.7316 -0.1853 3.7964
H 2.5042 0.2358 -2.8388
H 1.9196 -0.9255 -3.5943
O 2.5582 -0.2128 -3.7071
H -0.9017 -2.8978 1.4170
H -1.5114 -2.1357 0.2730
O -1.6111 -2.2754 1.2266
H 0.9168 -3.6041 0.2435
H 0.6292 -2.1687 -0.2902
O 0.9965 -2.6728 0.4829
H 3.7055 -1.1832 -0.3188
H 2.7056 -2.2330 0.3067
O 3.5931 -1.8295 0.3832
```

Values from the calculation:
F_max = 2.9 eV/A
gap between HOMO and LUMO = 8.63 eV
net charge = -1
E_HOMO = -5.77 eV
E_LUMO = 0.105 Eh

These are the Löwdin partial charges, in e, on atoms 1 to 4: -0.062 -0.604 -0.046 -0.254


# 5
Entry from the Open Molecules 2025 dataset: one molecule with the formula C5H14N2O in a non-equilibrium geometry (the ωB97M-V functional and the def2-TZVPD basis).

Structure (XYZ):
```
22
C5H14N2O the ωB97M-V functional and the def2-TZVPD basis
N 0.7152 1.3678 1.2758
C 0.9388 -0.0266 1.7621
C 1.7386 -0.7551 0.6890
N 1.1609 -0.5609 -0.6514
C -0.2021 -1.0988 -0.7682
C -1.0968 -0.1576 -1.6107
C -2.0724 0.7962 -0.9024
O -2.0436 0.7394 0.5179
H 1.3322 1.9773 1.7770
H 0.8544 1.4119 0.2711
H 1.5352 0.0649 2.6721
H -0.0294 -0.4776 1.9660
H 2.7291 -0.2806 0.6467
H 1.8141 -1.8293 0.9153
H 1.7234 -0.9391 -1.3963
H -0.6765 -1.2250 0.2104
H -0.2000 -2.0892 -1.2294
H -1.5770 -0.7429 -2.4022
H -0.4185 0.4858 -2.1783
H -3.0849 0.4780 -1.1469
H -1.9486 1.8060 -1.2734
H -1.1920 1.0556 0.8555
```

Values from the calculation:
F_max = 1.7 eV/A
gap between HOMO and LUMO = 10.03 eV
net charge = 0
E_HOMO = -9.02 eV
E_LUMO = 0.037 Eh
SMILES string = NCCNCCCO

These are the Löwdin partial charges, in e, on atoms 1 to 4: -0.007 -0.239 -0.232 -0.094